{"formula": "C26H33N2O5S", "method": "ωB97M-V/def2-TZVPD", "charge": -1, "e_lumo_ev": 2.488, "homo_energy_ev": -3.077, "elements": ["C", "C", "O", "C", "C", "C", "O", "C", "C", "C", "C", "C", "O", "H", "H", "H", "H", "H", "H", "H", "H", "H", "H", "H", "H", "H", "H", "H", "C", "C", "C", "C", "C", "S", "N", "C", "C", "C", "C", "C", "N", "C", "C", "C", "C", "O", "O", "C", "C", "H", "H", "H", "H", "H", "H", "H", "H", "H", "H", "H", "H", "H", "H", "H", "H", "H", "H"], "xyz": [[-3.570, 1.785, 0.767], [-2.389, 0.961, 1.205], [-1.303, 1.879, 1.437], [-0.119, 1.280, 1.681], [0.956, 2.285, 1.796], [2.294, 1.833, 2.042], [2.792, 0.830, 1.515], [3.168, 2.694, 2.967], [3.795, 3.845, 2.196], [2.803, 4.676, 1.383], [1.438, 4.854, 2.055], [0.467, 3.660, 2.011], [-0.034, 0.063, 1.819], [-4.441, 1.139, 0.630], [-3.837, 2.550, 1.506], [-3.365, 2.284, -0.185], [-2.604, 0.404, 2.128], [-2.094, 0.238, 0.431], [2.569, 3.041, 3.819], [3.967, 2.050, 3.346], [4.332, 4.491, 2.902], [4.552, 3.437, 1.517], [3.230, 5.681, 1.246], [2.692, 4.248, 0.376], [1.570, 5.143, 3.108], [0.918, 5.690, 1.565], [-0.311, 3.866, 1.256], [-0.056, 3.647, 2.984], [-4.606, 0.073, -6.317], [-3.486, 0.311, -5.337], [-3.675, 1.183, -4.260], [-2.671, 1.384, -3.310], [-1.445, 0.717, -3.436], [-0.130, 1.085, -2.275], [-0.038, -0.369, -1.382], [0.878, -0.552, -0.494], [1.064, -1.877, 0.092], [1.689, -2.021, 1.342], [1.712, -3.232, 1.998], [1.182, -4.387, 1.364], [1.192, -5.606, 2.009], [1.073, -5.666, 3.453], [1.685, -6.801, 1.361], [0.606, -4.257, 0.069], [0.510, -3.009, -0.533], [1.097, 1.259, -3.003], [-0.629, 2.142, -1.423], [-1.231, -0.135, -4.525], [-2.245, -0.330, -5.467], [-4.293, -0.621, -7.102], [-5.489, -0.347, -5.817], [-4.922, 1.013, -6.786], [-4.624, 1.717, -4.163], [-2.829, 2.058, -2.474], [1.566, 0.223, -0.117], [2.130, -1.147, 1.809], [2.150, -3.301, 2.996], [0.337, -4.926, 3.797], [0.726, -6.667, 3.736], [2.031, -5.469, 3.962], [1.616, -6.690, 0.278], [2.732, -6.999, 1.632], [1.092, -7.665, 1.683], [0.183, -5.140, -0.415], [-0.004, -2.867, -1.482], [-0.276, -0.644, -4.636], [-2.079, -0.988, -6.324]], "lowdin_charge": [-0.078, -0.232, -0.057, -0.478, -0.126, -0.402, -0.038, -0.132, -0.217, -0.212, -0.203, -0.191, 0.026, 0.070, 0.076, 0.058, 0.122, 0.112, 0.111, 0.107, 0.098, 0.108, 0.096, 0.119, 0.101, 0.098, 0.111, 0.108, -0.064, -0.282, -0.042, -0.044, -0.266, 0.654, -0.036, -0.131, -0.195, -0.018, -0.006, -0.248, -0.230, -0.086, -0.078, -0.030, -0.028, -0.304, -0.298, -0.051, -0.044, 0.070, 0.081, 0.080, 0.114, 0.095, 0.123, 0.092, 0.104, 0.095, 0.077, 0.080, 0.075, 0.082, 0.078, 0.098, 0.103, 0.116, 0.107]}

---

{"formula": "C26H33N5O5", "method": "ωB97M-V/def2-TZVPD", "smiles": "COCCN(C(=O)Cn1nnc2ccccc21)[C@H](C(=O)NC1CCCC1)c1ccc(OC)cc1OC", "e_lumo_ev": 0.619, "homo_energy_ev": -8.406, "elements": ["C", "O", "C", "C", "N", "C", "O", "C", "N", "N", "N", "C", "C", "C", "C", "C", "C", "C", "C", "O", "N", "C", "C", "C", "C", "C", "C", "C", "C", "C", "O", "C", "C", "C", "O", "C", "H", "H", "H", "H", "H", "H", "H", "H", "H", "H", "H", "H", "H", "H", "H", "H", "H", "H", "H", "H", "H", "H", "H", "H", "H", "H", "H", "H", "H", "H", "H", "H", "H"], "xyz": [[0.030, -3.281, 0.292], [0.569, -2.029, -0.048], [0.210, -1.625, -1.353], [0.733, -0.203, -1.585], [0.380, 0.666, -0.486], [1.203, 1.006, 0.515], [0.815, 1.575, 1.528], [2.707, 0.739, 0.352], [3.059, -0.646, 0.426], [3.518, -1.324, -0.633], [3.739, -2.535, -0.331], [3.421, -2.726, 0.980], [3.470, -3.851, 1.802], [3.064, -3.691, 3.106], [2.622, -2.455, 3.602], [2.565, -1.330, 2.812], [2.969, -1.485, 1.492], [-1.024, 1.093, -0.377], [-1.821, 0.031, 0.413], [-2.538, -0.821, -0.079], [-1.624, 0.162, 1.731], [-2.152, -0.759, 2.713], [-1.009, -1.487, 3.436], [-0.730, -0.611, 4.653], [-2.132, -0.226, 5.118], [-2.912, 0.008, 3.818], [-1.556, 1.512, -1.725], [-2.588, 0.886, -2.396], [-3.045, 1.344, -3.623], [-2.454, 2.456, -4.203], [-2.806, 3.002, -5.399], [-3.862, 2.413, -6.119], [-1.406, 3.101, -3.543], [-0.957, 2.643, -2.318], [0.061, 3.215, -1.614], [0.666, 4.378, -2.125], [0.373, -4.056, -0.404], [0.386, -3.515, 1.293], [-1.065, -3.247, 0.282], [-0.882, -1.655, -1.461], [0.657, -2.301, -2.097], [1.815, -0.238, -1.705], [0.287, 0.187, -2.504], [3.065, 1.130, -0.603], [3.198, 1.280, 1.169], [3.811, -4.799, 1.418], [3.084, -4.538, 3.776], [2.315, -2.391, 4.635], [2.221, -0.380, 3.188], [-0.992, 1.997, 0.247], [-0.917, 0.816, 2.050], [-2.799, -1.449, 2.166], [-1.343, -2.475, 3.756], [-0.144, -1.606, 2.786], [-0.176, 0.280, 4.354], [-0.162, -1.130, 5.423], [-2.571, -1.056, 5.674], [-2.134, 0.652, 5.761], [-3.943, -0.332, 3.901], [-2.931, 1.069, 3.566], [-3.056, 0.025, -1.950], [-3.856, 0.824, -4.104], [-4.798, 2.440, -5.552], [-3.633, 1.378, -6.393], [-3.971, 3.009, -7.023], [-0.973, 3.961, -4.026], [1.161, 4.186, -3.082], [-0.059, 5.188, -2.246], [1.411, 4.667, -1.385]], "lowdin_charge": [-0.088, -0.206, -0.176, -0.086, 0.019, -0.411, 0.036, -0.017, -0.075, 0.050, 0.082, -0.237, -0.017, -0.090, -0.083, -0.013, -0.170, -0.106, -0.405, 0.042, 0.122, -0.277, -0.137, -0.196, -0.190, -0.124, -0.109, -0.004, -0.014, -0.270, -0.080, -0.089, 0.064, -0.218, -0.080, -0.071, 0.095, 0.082, 0.092, 0.114, 0.135, 0.098, 0.134, 0.137, 0.141, 0.112, 0.101, 0.102, 0.110, 0.158, 0.116, 0.142, 0.122, 0.085, 0.108, 0.104, 0.109, 0.105, 0.108, 0.112, 0.107, 0.102, 0.096, 0.096, 0.092, 0.116, 0.098, 0.099, 0.096]}

---

{"formula": "C26H33O5V", "method": "ωB97M-V/def2-TZVPD", "multiplicity": 3, "e_lumo_ev": [-0.866, -0.157], "homo_energy_ev": [-7.601, -7.600], "s_squared": 2.0436, "elements": ["O", "C", "C", "H", "H", "C", "H", "H", "C", "H", "H", "H", "C", "H", "H", "H", "V", "C", "C", "C", "H", "C", "C", "H", "H", "H", "H", "C", "C", "C", "H", "C", "C", "H", "H", "H", "H", "O", "C", "C", "H", "H", "C", "H", "H", "C", "H", "H", "H", "H", "O", "C", "C", "C", "C", "C", "C", "C", "O", "O", "H", "H", "H", "H", "H"], "xyz": [[1.009, 4.026, -1.491], [2.285, 3.952, -2.206], [2.229, 5.359, -2.761], [2.223, 3.227, -3.016], [3.118, 3.736, -1.532], [0.849, 5.359, -2.075], [2.210, 5.364, -3.850], [2.967, 6.036, -2.332], [-0.263, 5.411, -3.101], [-0.141, 4.616, -3.844], [-0.232, 6.383, -3.614], [-1.253, 5.312, -2.638], [0.711, 6.449, -1.035], [1.501, 6.371, -0.282], [-0.263, 6.406, -0.535], [0.785, 7.427, -1.526], [-1.083, -0.561, 1.555], [-1.023, -0.749, 3.722], [0.138, -1.501, 3.327], [1.051, -0.616, 2.671], [0.349, -2.534, 3.610], [0.470, 0.699, 2.681], [-0.797, 0.634, 3.352], [-1.411, 1.491, 3.634], [-1.889, -1.132, 4.259], [2.060, -0.876, 2.350], [0.939, 1.614, 2.331], [-3.208, -1.386, 1.249], [-3.186, -0.056, 1.786], [-2.632, 0.821, 0.777], [-3.599, 0.248, 2.746], [-2.351, 0.019, -0.387], [-2.678, -1.344, -0.080], [-2.632, -2.180, -0.783], [-3.634, -2.250, 1.755], [-2.505, 1.899, 0.857], [-2.039, 0.406, -1.360], [0.992, 1.505, -2.508], [0.728, 1.483, -1.054], [2.085, 1.438, -0.341], [0.210, 0.510, -0.842], [0.059, 2.282, -0.738], [2.945, 0.679, -1.389], [1.985, 0.915, 0.617], [2.472, 2.440, -0.146], [2.011, 0.470, -2.599], [3.248, -0.297, -0.969], [3.816, 1.301, -1.665], [1.542, -0.536, -2.520], [2.494, 0.552, -3.581], [0.443, -5.089, -0.801], [-0.208, -5.892, 0.044], [-0.210, -7.298, -0.140], [-0.915, -8.118, 0.735], [-1.620, -7.561, 1.816], [-1.618, -6.182, 2.016], [-0.926, -5.336, 1.145], [-0.970, -3.853, 1.344], [-1.640, -3.399, 2.306], [-0.320, -3.116, 0.499], [0.254, -4.137, -0.405], [0.337, -7.727, -0.979], [-0.931, -9.200, 0.587], [-2.179, -8.197, 2.505], [-2.157, -5.716, 2.847]], "lowdin_charge": [-0.107, -0.168, -0.072, 0.115, 0.114, -0.569, 0.115, 0.114, -0.021, 0.093, 0.094, 0.087, -0.024, 0.089, 0.084, 0.092, 0.872, -0.156, -0.110, -0.099, 0.130, -0.150, -0.175, 0.127, 0.130, 0.122, 0.110, -0.124, -0.180, -0.160, 0.125, -0.121, -0.090, 0.131, 0.123, 0.119, 0.118, -0.172, -0.203, -0.156, 0.092, 0.112, -0.142, 0.068, 0.091, -0.186, 0.113, 0.107, 0.122, 0.120, 0.030, -0.275, -0.019, -0.095, -0.106, -0.035, -0.077, -0.552, -0.045, -0.053, 0.064, 0.110, 0.101, 0.093, 0.114]}

---

Respective energy above the lowest of the compared OMol25 structures with the same formula, charge and spin values: 0.0; 36.9; 15.8 kcal/mol.
Respective DFT total energy values: -1894.4503; -1660.5278; -2330.6522 Ha.